No. 1
C37H53BN9O7S4Y | ωB97M-V/def2-TZVPD

XYZ file:
```
112
Properties=species:S:1:pos:R:3:forces:R:3
H 2.1476 5.2862 1.6700 0.016 0.009 0.146
C 1.1022 0.3347 3.7475 -0.083 -0.028 0.171
C -3.0240 -2.2291 4.0278 -0.475 0.294 0.161
O 4.7495 0.2565 1.1081 0.147 -0.015 -0.131
O 5.6808 0.5774 3.4933 0.224 0.002 -0.311
H -2.9170 1.0068 -3.8068 -0.023 0.022 -0.073
C -1.9446 -2.0381 2.1121 0.268 0.052 -0.198
N -2.6964 -1.4500 -2.6452 -0.098 -0.016 0.764
C 2.7937 0.3288 2.4114 0.310 0.060 0.399
Y 0.4277 0.2515 -0.1090 -0.399 -0.475 0.909
H -2.2580 -3.1261 -4.8095 0.048 -0.138 0.001
H 2.2283 6.2383 -0.6375 0.023 0.053 0.011
C -3.6995 -1.3690 3.2370 -0.070 -0.200 0.417
C -2.4085 -1.0908 -4.0405 0.216 0.259 -0.709
C -2.5826 4.2459 3.0156 0.049 0.000 -0.101
N -1.9289 -2.6703 3.3226 -0.441 0.527 -0.380
H 2.3508 -2.1030 -3.1474 -0.045 0.015 -0.143
S -2.0139 0.9460 -1.5173 0.018 0.310 -0.129
H -2.3229 4.5705 -0.4278 -0.060 0.054 -0.089
C -3.5100 -2.5314 -0.9108 -0.092 -0.255 -0.302
H -0.1816 -0.1471 5.3590 0.020 -0.098 0.132
C 1.8759 4.6883 0.8156 -0.010 -0.139 -0.048
H 1.4165 2.9355 1.9729 -0.044 -0.008 0.012
C -3.2230 0.1549 -4.4055 0.083 -0.030 0.059
S -0.7429 -2.1602 0.9178 0.236 -0.051 -0.369
N -3.9103 0.8327 0.8598 -0.034 0.389 0.207
C 1.5823 4.3951 -1.5250 -0.037 -0.132 -0.022
H 5.4207 0.4502 2.5123 -0.252 0.014 0.338
H 1.1038 -3.9629 4.0794 0.124 -0.141 0.044
C 1.2123 3.0795 -1.2692 0.001 -0.037 -0.461
H -3.9252 -3.2458 -0.2291 -0.075 -0.151 0.067
N -3.2220 -1.2495 -0.5141 -0.200 -0.049 -0.562
H -0.6319 1.3106 4.4705 -0.084 0.010 0.011
H 2.3595 -4.6079 -1.2182 -0.013 0.042 -0.160
O 0.7717 2.5932 -3.5534 0.037 0.085 0.024
H -1.4819 -3.6077 5.8692 -0.007 0.109 0.143
H -3.7190 6.3282 1.7824 0.067 0.029 0.053
O 4.7293 0.7716 5.4945 0.018 0.022 0.010
O 1.1502 -1.7825 -1.0582 -0.728 0.855 -0.525
H -4.2845 -0.0280 -4.2400 -0.103 -0.035 -0.026
H 4.4888 -2.9502 -1.1348 0.062 -0.019 0.147
H 2.2682 0.6302 5.5036 0.010 -0.059 -0.029
H -4.9907 5.1713 2.1663 -0.149 0.033 0.049
C -3.1818 -2.6598 -2.2136 -0.313 -0.481 0.387
H -4.9138 -1.1168 0.8851 -0.264 -0.056 0.029
H 3.0550 -3.7240 -3.0157 -0.017 -0.015 -0.078
C -4.1661 5.3821 1.4900 0.078 -0.260 -0.058
H -0.6767 -0.6998 -5.2548 0.030 -0.005 -0.165
H 4.0554 -1.2605 -1.4858 0.081 -0.004 0.123
C 3.7130 -2.2930 -1.5233 -0.336 0.223 0.247
H -4.5381 5.4978 0.4767 -0.121 0.019 -0.150
H -5.9333 0.9181 0.1825 -0.168 -0.125 -0.075
C -3.0403 1.7832 1.2526 0.322 -0.047 0.269
C -0.9085 -0.8556 -4.2049 -0.090 0.143 0.092
C 4.6478 0.6316 4.2930 -0.118 -0.040 0.004
H -0.3523 -1.7188 -3.8410 0.058 -0.103 0.003
H 2.5460 -5.7993 0.9978 0.027 -0.097 -0.012
H -4.6090 -0.8355 3.4185 -0.193 0.084 0.076
H -1.7469 3.5605 3.0910 0.039 0.026 0.113
C -1.0345 -4.8436 2.6889 0.024 0.093 0.027
N -3.6623 2.9913 1.2157 -0.109 -0.753 -0.131
C -1.9663 4.6270 0.5993 -0.007 -0.084 -0.015
O 0.8632 0.8881 -2.1216 0.512 -0.200 0.030
H -3.3679 3.9113 3.6885 -0.140 -0.001 0.112
N 2.2046 0.5028 4.5042 0.236 -0.023 -0.234
C 3.3003 0.4968 3.6846 -0.040 -0.031 -0.583
C -2.8521 -2.2288 -4.9645 0.018 0.100 0.251
H -3.2397 -3.5215 -2.8435 -0.074 -0.086 -0.112
C -4.9385 2.7831 0.7570 -0.504 -0.230 -0.315
H -5.6402 3.5747 0.6173 -0.147 0.139 -0.024
N 1.1415 2.5789 -0.0318 0.128 0.317 -0.361
C -1.0097 -3.7333 3.7428 0.500 -0.494 0.118
C 2.7238 -4.7294 0.9188 -0.029 0.041 -0.076
H -2.2574 5.2367 3.3172 0.017 0.186 0.042
H -0.5764 0.0187 -3.6507 0.004 -0.049 -0.035
H -3.9066 -2.4587 -4.8211 -0.085 -0.070 -0.032
C 3.2578 -2.6586 -2.9176 -0.173 -0.050 0.023
C 3.5088 0.2588 1.0966 0.074 0.044 0.544
H -2.4803 -4.7595 4.9600 -0.115 -0.064 0.053
C 0.3964 -3.1557 3.9170 -0.157 -0.012 -0.045
N -3.0462 -1.2688 2.0380 0.237 -0.429 0.255
H -2.0551 -5.1911 2.5439 -0.123 -0.087 -0.001
S -1.4608 1.5005 1.7884 0.618 -0.276 0.028
H 0.6891 -2.5955 3.0328 0.089 0.000 -0.023
C 1.4764 3.3728 0.9832 0.015 0.201 0.320
C 1.9248 5.2153 -0.4671 -0.095 -0.212 -0.002
H -0.8047 -5.1376 5.3399 0.093 -0.069 0.006
H -0.9315 -0.2566 3.7504 -0.061 -0.030 0.013
H -3.0684 0.3999 -5.4525 0.031 -0.033 -0.146
H -3.2447 -2.5436 5.0241 -0.029 -0.092 0.164
H 0.4278 -2.4970 4.7801 0.011 0.115 0.157
H -0.4231 -5.6792 3.0158 0.087 -0.115 0.099
B -3.7966 -0.6970 0.8052 0.467 0.143 -0.133
H 1.6084 4.7258 -2.5514 -0.036 -0.013 -0.072
S 2.3312 -2.3229 -0.3134 1.159 -2.194 -0.035
H 4.0209 -2.3879 -3.6435 0.065 0.015 -0.017
N 1.4260 0.2260 2.4719 -0.138 0.206 -0.355
C -1.4840 -4.3368 5.0645 -0.002 0.164 -0.198
C 0.9137 2.1158 -2.4420 0.173 0.928 -0.233
C -5.0819 1.4612 0.5335 -0.373 0.362 -0.014
H 2.3555 -4.2501 1.8215 -0.003 0.021 0.165
C -0.2400 0.2998 4.3699 -0.075 0.019 0.090
C -2.6730 -0.6173 -1.5711 -0.087 0.543 0.127
H -1.1459 3.9248 0.7099 0.036 -0.036 -0.007
H -2.7140 -1.9097 -5.9947 0.047 0.044 -0.019
H -0.6581 -4.4771 1.7410 0.032 -0.081 -0.074
O 2.7771 0.1835 0.0730 -0.285 0.330 -0.118
H 3.7960 -4.5592 0.8540 0.162 -0.067 0.098
C -3.0958 4.2939 1.5757 0.490 0.632 0.193
H 0.9418 -4.2382 -0.2177 -0.075 0.079 -0.033
C 2.0231 -4.1506 -0.2939 0.147 0.609 0.187
H -1.5927 5.6301 0.7910 0.017 0.125 0.030
```
Forces are in eV/Å.

Properties
energy above the lowest of the compared OMol25 structures with the same formula, charge and spin: 0.000 eV
E: -112046.09655 eV
E_LUMO: 0.01324 Ha

No. 2
C37H53F16N4O2PS4 | ωB97M-V/def2-TZVPD

XYZ file:
```
117
Properties=species:S:1:pos:R:3:forces:R:3
C 1.2691 -0.7106 1.7176 -0.816 -0.110 0.248
H 3.9994 -4.0627 0.9590 -0.235 -0.061 -0.001
C 5.1883 4.6997 5.5938 -0.260 0.736 0.312
H 3.4057 0.3474 5.3580 -0.616 0.046 -0.066
F -10.0373 -0.2703 -0.9096 -0.006 0.205 0.236
C 0.7587 -2.7570 -4.1375 0.152 0.544 -0.600
H 2.1281 -5.0720 -3.5882 -0.244 -0.084 0.096
F -5.5859 -0.5278 0.2379 0.076 0.010 -0.213
C 1.0420 -3.0539 2.6217 -0.405 0.820 -0.093
H 2.5820 -5.6054 -0.7945 0.149 0.179 0.105
C -2.8206 -1.3439 -2.2864 -0.606 -0.088 0.694
C -3.1826 -2.7659 -2.7441 0.673 0.256 -0.473
H -3.2012 -3.3923 -1.8404 -0.406 -0.050 -0.270
H 2.6397 -3.0941 -2.3627 -0.422 0.270 0.298
H -8.5640 -1.4439 -2.3535 0.018 0.061 0.293
H -0.0097 1.8724 -1.2065 0.114 0.156 0.160
H 3.9378 -4.6402 -1.3200 -0.062 0.228 0.289
C 2.7365 -0.1185 -0.0745 -0.144 -1.657 0.424
C 0.9115 -0.1084 5.3126 1.091 1.540 -0.528
N -1.1897 -3.8168 3.2764 0.287 0.129 -0.422
H 0.5728 1.5673 3.9643 0.087 -0.163 -0.096
N 0.3141 -3.9908 -3.6603 -0.428 0.393 0.105
C 4.9464 4.0633 4.2212 -0.076 -0.519 -0.298
F -5.7914 -0.9759 -2.4310 -0.294 -0.244 0.102
N 4.0321 -1.7204 -1.0926 0.597 -0.474 -0.443
F 3.6014 7.2633 4.2313 0.124 -0.184 0.028
H -3.6304 -1.0053 -1.6276 0.206 0.027 -0.104
H 2.4246 0.5423 -4.9828 0.006 -0.386 -0.112
C 0.2433 -0.2648 2.7766 0.932 -0.140 0.707
H 0.8995 -5.5449 -2.3632 -0.091 -0.023 -0.524
C -9.9597 0.7842 -1.7424 0.278 -0.891 -0.651
H -1.2980 0.4130 0.4278 -0.252 0.126 -0.187
H 0.8214 0.3071 -7.4828 -0.030 -0.231 0.087
H 3.2423 -0.4231 -6.2453 -0.052 0.225 0.037
S 0.4553 -1.3057 -3.4579 -0.340 -0.104 0.021
C -2.1634 -3.3887 -3.7470 -0.493 0.535 0.809
C 1.0694 -0.2160 -6.5485 0.472 0.297 0.165
O -9.0013 0.5655 -2.7190 0.333 0.269 0.764
S 1.8099 -2.8219 -5.6097 0.378 -0.810 0.008
C -6.7774 -0.8185 -0.3390 0.358 -0.305 0.341
F -7.7288 -0.2531 0.4224 -0.206 0.157 -0.158
F 5.4900 3.6729 6.4398 0.201 -0.134 -0.232
H -0.5676 0.3005 2.3232 0.186 0.010 0.108
H -2.3316 1.5652 -0.4659 0.168 -0.033 0.084
H -7.7190 -0.6426 -3.6352 0.089 0.133 0.043
H 0.3168 0.0941 -5.8184 -0.004 -0.285 -0.182
C 1.6827 -2.1112 1.6159 -0.498 0.472 0.677
C 2.0155 -3.8070 -1.8202 0.109 -0.573 -0.806
C 6.3423 5.7162 5.7193 0.620 0.167 0.230
C 5.9275 7.7571 4.4273 0.812 -0.618 0.499
H 4.2268 9.0234 4.8894 0.156 0.021 0.028
C 2.9481 -4.5670 -0.8585 -0.826 -0.369 -0.201
F 4.4310 8.7861 2.9162 0.216 0.012 0.025
H 1.4628 -1.8997 -7.8134 0.117 -0.516 0.347
H 3.4748 2.6096 0.9535 -0.106 0.074 -0.209
H 2.6594 1.2473 -6.5577 0.193 -0.270 0.028
H -1.8739 1.8869 1.2273 -0.015 -0.105 -0.186
F -8.5220 2.1864 -0.4547 0.092 -0.204 -0.041
C 1.3569 -4.7030 -2.8976 0.692 -0.122 0.457
H 6.7163 5.5919 6.7351 -0.167 0.005 0.031
C -0.9789 -3.9446 -2.9455 0.289 -0.443 0.028
F -6.4414 1.0074 -1.8213 0.011 -0.026 0.201
H 1.5999 -3.9748 2.7882 -0.182 0.054 -0.207
S 4.3378 -0.3267 -1.8290 -0.438 0.027 0.665
C 4.5024 8.2591 4.1599 -0.387 0.288 -0.020
C 2.5840 3.0799 0.5216 -0.314 -0.326 -0.166
P 1.1530 2.0091 1.0097 -0.286 0.374 1.271
C 2.5766 -2.5236 0.6810 -0.484 -0.848 0.783
H -1.9320 -3.6573 0.8193 0.263 -0.039 -0.075
F 4.6595 4.9670 3.2682 0.049 0.293 0.092
C 2.4424 0.2980 -6.0506 -0.320 0.392 -0.291
C -9.7492 2.1098 -0.9991 -0.034 0.467 0.125
H 2.7065 3.1990 -0.5571 0.139 0.046 0.200
C 2.9638 -3.9862 0.5882 1.306 0.126 -0.990
F 6.7374 8.8362 4.4856 -0.211 0.149 -0.028
H -1.8945 -2.5956 -4.4526 0.198 -0.254 0.043
F 6.3981 6.9810 3.4332 -0.253 0.082 -0.166
O 6.0424 7.1109 5.6473 -0.697 -0.246 -0.474
H 2.3733 -4.6465 1.2169 -0.158 0.372 -0.023
H 0.5523 0.6669 5.9939 -0.331 -0.479 0.061
H 2.0306 0.6532 3.5847 -0.121 0.146 0.165
H 2.4551 4.0388 1.0327 -0.073 -0.087 -0.231
H -2.7693 -0.6096 -3.0978 0.253 -0.262 0.019
F 4.0543 5.2613 6.0640 -0.069 -0.049 -0.178
H -1.2203 -4.9937 -2.7199 0.172 0.182 -0.007
H 0.2970 -1.0088 5.3586 0.111 0.124 0.043
H -0.3351 -3.0050 0.1967 -0.206 -0.153 0.085
S 2.5851 -0.5487 5.9487 0.052 -0.651 0.176
H -1.9225 -1.3172 -1.6604 0.079 0.015 -0.438
C -0.4571 -3.3373 2.3493 0.200 -0.557 0.388
F 3.8858 3.2229 4.2949 0.016 -0.050 0.226
N 3.3602 0.6258 -0.9606 0.199 0.622 -0.669
C -8.0661 -0.5088 -2.6110 -0.327 -0.306 -0.512
H 7.1806 5.4567 5.0723 -0.181 -0.038 -0.233
H -1.4714 -1.9878 1.0919 0.144 -0.149 -0.185
H -2.6656 -4.1884 -4.3017 0.282 0.049 0.003
H -6.9104 -1.9038 -0.3182 -0.013 -0.005 -0.123
C 3.1232 -1.5188 -0.1552 0.409 0.876 -0.359
H -9.8736 2.9517 -1.6834 -0.080 -0.098 -0.098
H 5.8161 3.4844 3.8978 0.077 0.037 0.131
H -0.2062 -1.1042 3.3085 -0.141 0.068 -0.460
H -0.6170 -3.9434 4.1160 -0.192 -0.046 0.008
C -6.7820 -0.2985 -1.7810 -0.369 0.714 -0.307
C -1.5275 1.4747 0.2708 0.543 -0.016 0.302
H -4.1644 -2.7251 -3.2281 0.051 -0.224 0.283
F -11.1484 0.8560 -2.3793 -0.018 0.246 0.081
H 1.0546 -2.5246 3.5839 0.164 -0.311 -0.081
C 1.7567 0.2558 0.8941 -0.073 1.133 -1.051
C 0.9886 0.5598 3.8942 -0.622 -0.698 0.110
H -0.5258 3.2772 -0.2582 0.494 -0.059 0.097
H 1.1884 -3.2992 -1.3101 0.412 0.136 0.082
F -10.6491 2.2170 0.0047 -0.106 -0.150 -0.118
C -0.2505 2.2165 -0.1892 -0.239 -0.445 -0.754
C -1.0710 -3.0113 1.0050 -0.033 0.426 0.560
H -0.0521 -2.0202 -6.8509 0.251 -0.135 -0.339
C 1.0059 -1.7325 -6.8344 -0.863 1.135 0.871
H -0.8565 -3.4538 -1.9664 -0.222 0.221 -0.311
```
Forces are in eV/Å.

Properties
E: -145392.07317 eV
E_LUMO: -0.01538 Ha